Density functional theory data (the ωB97M-V functional and the def2-TZVPD basis) for 2 unconnected molecules or ions with the total composition C27H39ClN2O8P.

```
78
Properties=species:S:1:pos:R:3
C 2.75153 0.07531 3.39259
C 4.11931 0.24929 2.80319
C 5.34398 -0.82140 3.05492
O 5.07551 -2.11303 3.39622
O 6.76922 -0.46310 2.98584
C 7.16939 0.00117 1.64948
C 6.36799 -0.73007 0.40177
C 7.25999 -0.38870 -0.95831
C 6.70882 -1.11447 -2.31840
C 5.40076 -0.41952 -3.01119
C 5.32847 1.21369 -2.91033
C 3.75170 1.62050 -3.25750
C 2.97493 2.68661 -2.55419
C 3.67139 3.59349 -1.37868
C 2.64546 4.55279 -0.53547
O 1.92861 3.78492 0.52850
C 1.38931 2.85021 -3.06271
O 0.77359 4.02232 -3.23680
C 0.63253 1.39565 -3.39443
C -0.92819 1.05798 -2.96856
C -1.04524 0.18330 -1.55751
O -1.95569 0.85265 -0.57348
C -2.71750 -0.16456 0.19266
C -4.36409 -0.08348 0.11408
O -2.10459 -1.10008 0.94624
C 1.42334 0.32093 -4.11827
P 0.74881 -1.40488 -4.58345
O 1.70218 -1.94551 -5.98178
Cl 1.24277 -2.87232 -3.07875
C 3.00476 0.73837 -4.46649
O 3.58777 0.41791 -5.62857
H 2.61049 -0.12087 4.54688
H 1.83124 0.17538 2.66874
H 4.37484 1.17766 2.10002
H 7.12341 1.15926 1.48968
H 8.31192 -0.31671 1.51942
H 5.23852 -0.37855 0.30247
H 6.37998 -1.89746 0.63835
H 7.45883 0.77117 -1.08607
H 8.33518 -0.86126 -0.74355
H 7.56839 -1.29150 -3.12226
H 6.37096 -2.21304 -1.99437
H 4.38685 -0.85556 -2.58982
H 5.46140 -0.67775 -4.17531
H 5.97483 1.76940 -3.73266
H 5.61956 1.66670 -1.87217
H 4.48451 4.28229 -1.90960
H 4.24568 2.91854 -0.59598
H 3.32106 5.34110 0.05328
H 1.92707 5.18666 -1.20641
H 1.28875 4.41759 0.99587
H -1.41853 0.37273 -3.81044
H -1.61150 2.00631 -2.87964
H -1.53848 -0.88752 -1.74599
H 0.01099 -0.02163 -1.08454
H -4.64696 0.18105 -0.99329
H -4.87143 -1.12151 0.40182
H -4.80783 0.70287 0.86972
H 2.67054 -2.07024 -5.68909
C -10.05676 -3.54532 1.34667
C -10.26181 -2.61607 2.52701
N -9.02778 -2.04862 3.09266
C -7.72304 -2.19711 2.64085
C -6.92035 -1.50664 3.50485
N -7.75014 -0.94526 4.45901
C -9.02210 -1.26941 4.18783
C -7.33317 -0.12877 5.59151
H -9.40830 -4.38555 1.61434
H -11.01620 -3.95078 1.01098
H -9.60073 -3.01550 0.50439
H -10.76683 -3.15833 3.33510
H -10.90207 -1.77685 2.23292
H -7.51631 -2.78181 1.76116
H -5.85795 -1.34390 3.56468
H -9.89337 -0.96356 4.75616
H -7.67858 -0.60204 6.51463
H -7.77784 0.86493 5.49459
H -6.24383 -0.04043 5.61501
```

multiplicity: 1
total charge: +1
frontier orbital gap: 7.21 eV